#P
Density functional theory data (ωB97M-V/def2-TZVPD) for one molecule with the formula C5H9N3.

Atoms and positions in Å:
C: -0.4325 -1.2151 0.6731
C: -0.2897 -1.1594 -0.8700
C: 0.6528 0.8210 -0.6947
C: 0.6814 2.0955 0.1031
C: -0.1886 1.0047 0.7097
H: -0.7468 -2.9966 0.5644
H: 0.7925 -1.6602 -1.0744
H: -1.0033 -1.8653 -1.2467
H: -1.2260 0.5194 -1.6858
H: 1.6332 0.2795 -0.6043
H: 0.2889 3.3678 0.2054
H: 1.8299 2.2543 0.2710
H: -1.1901 1.2156 0.2515
H: 0.0134 -0.1858 2.4597
N: -0.5699 -2.3807 1.2637
N: -0.2149 0.0824 -1.6450
N: -0.0302 -0.1770 1.3193

Its SMILES is [H]/N=C1\CN[C@H]2C[C@@H]2N1. Its orbital gap is 9.06 eV. The HOMO energy is -8.18 eV. Its spin multiplicity is 1.


#Q
Density functional theory data (ωB97M-V/def2-TZVPD) for one molecule with the formula C5H9N3.

Atoms and positions in Å:
C: 1.2172 -0.3741 1.4122
N: -0.0750 -1.6257 -0.3181
C: -0.9856 -0.5601 -0.3617
C: 0.4559 -0.3058 0.1433
C: 0.4276 0.9101 -0.7929
N: -2.2092 -0.7344 0.3355
N: 1.2955 1.8909 -0.8961
C: -0.7455 0.5412 -1.3541
H: -0.2779 -2.1918 0.5057
H: -2.5045 -1.7081 0.2788
H: -2.9355 -0.1732 -0.1127
H: 1.1880 2.6402 -1.5700
H: 2.0729 2.0026 -0.2554
H: -1.2929 0.9076 -2.2189
H: 0.6509 -0.7717 2.2601
H: 1.6423 0.5946 1.6954
H: 2.0757 -1.0422 1.2488

Its SMILES is C[C@@]12N[C@]1(N)C=C2N. Its orbital gap is 7.50 eV. The HOMO energy is -6.57 eV. Its spin multiplicity is 1.


#R
Density functional theory data (ωB97M-V/def2-TZVPD) for one molecule with the formula C5H9N3.

Atoms and positions in Å:
C: -1.8482 -0.1513 0.5316
C: -0.7709 -0.1935 -0.5911
C: 1.5072 0.9643 0.5495
C: 1.4898 -0.5141 0.4323
C: 0.2995 -1.0648 -0.1349
H: -1.4434 0.2251 1.5203
H: -2.4080 -1.0922 0.5613
H: -2.6345 0.6666 0.3215
H: -1.2322 -0.6489 -1.5006
H: -0.7725 1.8366 -1.1049
H: 2.1307 1.5153 1.2836
H: 2.0857 -0.9374 1.2946
H: 1.3947 -0.3071 -1.5003
H: 0.0203 -1.9818 0.3248
N: -0.1019 1.1165 -0.9722
N: 0.7444 1.6848 -0.1734
N: 1.5392 -1.1180 -0.8420

Its SMILES is C[C@H]1NN=C[C@@H]2N[C@@H]21. Its orbital gap is 9.50 eV. The HOMO energy is -8.52 eV. Its spin multiplicity is 1.


#S
Density functional theory data (ωB97M-V/def2-TZVPD) for one molecule with the formula C5H9N3.

Atoms and positions in Å:
C: -0.9226 0.8763 -0.0543
C: -2.3796 0.2660 -0.0914
C: -0.0288 -0.4252 0.0678
C: 0.8344 -0.5092 1.2676
C: 0.7605 -0.5721 -1.3219
N: -2.1761 -1.1563 -0.0043
N: -0.9830 -1.4835 0.0627
N: -0.8383 2.1113 0.0283
H: -3.0559 0.6407 0.6385
H: -2.8776 0.5636 -1.0362
H: 1.5650 -1.3131 1.2213
H: 0.2764 -0.7839 2.1778
H: 1.3720 0.3725 1.3925
H: 0.3632 0.2095 -1.9542
H: 0.6357 -1.5803 -1.7368
H: 1.8358 -0.3712 -1.2778
H: 0.0716 2.5128 -0.0503

Its SMILES is [H]/N=C1/CN=NC1(C)C. Its orbital gap is 9.63 eV. The HOMO energy is -8.78 eV. Its spin multiplicity is 1.


Pick #S: it beats the second-best structure by 0.684 eV.


#P
Density functional theory data (ωB97M-V/def2-TZVPD) for a 3-piece molecular cluster, C3H13NO4 overall.

Atoms and positions in Å:
C: 0.0224 1.2002 0.6338
C: 1.4505 0.5339 0.6406
O: 1.4069 -0.5973 1.3851
N: -1.0263 0.4320 -0.1294
C: -1.6974 -0.4520 0.7428
O: -2.8831 0.2454 1.3050
H: -0.3185 1.4083 1.5598
H: 0.1767 2.2707 0.2393
H: 2.1826 1.2040 1.2397
H: 1.7767 0.3944 -0.4736
H: 1.3438 -1.3642 0.8384
H: -1.5738 1.1656 -0.6844
H: -2.3165 -1.1795 0.1788
H: -1.0316 -0.9543 1.6159
H: -2.7328 0.6885 2.1378
H: 0.2713 0.1807 -2.0849
H: 1.4217 0.6134 -2.9358
O: 0.9168 -0.0566 -2.6470
H: 0.3343 -1.4616 -0.9078
H: 1.4158 -2.0152 -1.7099
O: 0.8607 -2.2565 -0.9441

Its SMILES is OCCNCO.O.O. Its orbital gap is 10.19 eV. The HOMO energy is -9.62 eV. Its spin multiplicity is 1.


#Q
Density functional theory data (ωB97M-V/def2-TZVPD) for a 4-piece molecular cluster, C3H13NO4 overall.

Atoms and positions in Å:
C: -0.5190 1.4294 0.1277
C: 0.5473 1.2038 1.2072
O: 1.6416 -1.8399 -0.6495
N: -0.6461 0.3267 -0.7848
C: 0.1428 0.3354 -1.9917
O: 1.4483 0.3635 -1.7801
H: -1.4693 1.5524 0.6271
H: -0.3131 2.3847 -0.3848
H: 0.2532 0.3318 1.8009
H: 0.6573 2.0791 1.8495
H: 1.6688 -0.9522 -1.1415
H: -1.6099 0.0482 -0.9495
H: -0.1466 -0.5393 -2.5994
H: -0.2086 1.2140 -2.5871
H: 1.5009 0.9141 0.7566
H: 2.4145 -2.3534 -0.9118
H: 0.3907 -1.9995 0.7340
O: -2.0542 -0.3637 1.4937
H: -0.8610 -1.4615 1.5729
H: -2.8316 -0.6975 1.9919
O: -0.0060 -1.9761 1.6187

Its orbital gap is 4.06 eV. The HOMO energy is -9.16 eV. Its spin multiplicity is 1.


Pick #P: it beats the second-best structure by 5.429 eV.


#P
Density functional theory data (ωB97M-V/def2-TZVPD) for C3H3NO2S2 as an isolated structure.

Atoms and positions in Å:
C: -0.8081 -0.6427 0.0975
C: -0.5341 0.1092 -1.2001
C: 0.5152 0.0096 0.5646
N: 0.6191 0.7769 -0.5773
O: -1.5973 -1.4565 0.4281
O: -0.1479 0.9278 1.9802
S: 2.1037 -0.6555 0.9728
S: 2.2922 0.2437 -0.9471
H: -0.2519 -0.5999 -1.9284
H: -1.2508 0.8675 -1.3638
H: -0.9402 0.4199 1.9734

Its orbital gap is 8.18 eV. The HOMO energy is -8.91 eV. Its spin multiplicity is 1.


#Q
Density functional theory data (ωB97M-V/def2-TZVPD) for C3H3NO2S2 as an isolated structure.

Atoms and positions in Å:
C: -1.8773 -0.0469 0.0197
C: -0.4297 0.1569 -0.5743
C: 1.9272 0.5741 0.3495
H: -0.5704 -1.1582 0.7652
H: -0.5117 0.0799 -1.6637
H: 2.7701 1.2122 0.8450
N: 2.1223 -0.5981 0.0106
O: -1.7062 -0.9610 1.0200
O: -2.8083 0.5746 -0.4190
S: 0.4651 1.4977 0.0363
S: 0.6190 -1.3311 -0.3892

Its orbital gap is 9.47 eV. The HOMO energy is -9.52 eV. Its spin multiplicity is 1.


Pick #Q: it beats the second-best structure by 2.230 eV.


#P
Density functional theory data (ωB97M-V/def2-TZVPD) for C4H12IN2 as an isolated structure.

Atoms and positions in Å:
C: 0.5205 -0.0903 -2.3038
C: 0.3985 0.4566 2.3448
C: 0.9337 -0.3481 -0.8117
C: -0.8420 0.0242 0.9544
N: -1.0138 1.1274 0.1416
N: -0.1153 -1.0271 0.0024
I: -2.5434 -1.1031 1.7213
H: 0.4332 -1.0977 -2.7361
H: -0.2503 0.5585 -2.5495
H: 1.4410 0.3028 -2.8514
H: 0.7346 -0.3980 2.8879
H: -0.2611 0.9862 3.0084
H: 0.9265 1.2226 1.7208
H: 1.2524 0.5268 -0.4121
H: 1.7566 -1.0507 -1.0243
H: -1.4737 1.0170 -0.7732
H: -1.2699 2.0518 0.6068
H: 0.2825 -1.6985 0.5776
H: -0.9099 -1.4605 -0.5040

Its net charge is +1. Its orbital gap is 10.09 eV. The HOMO energy is -13.57 eV. Its spin multiplicity is 1.


#Q
Density functional theory data (ωB97M-V/def2-TZVPD) for a 2-piece molecular cluster, C4H12IN2 overall.

Atoms and positions in Å:
C: 0.1324 -0.4572 -2.1846
C: 1.2108 0.4177 0.5302
C: -0.9701 1.0861 0.9636
C: -0.5231 -1.9536 0.9124
N: -0.3964 0.4997 -1.2619
N: -0.1980 0.3176 0.0613
I: -2.3879 -2.3075 0.2492
H: 0.8802 0.0526 -2.9088
H: 0.4772 -1.3540 -1.5892
H: -0.7678 -0.9932 -2.6227
H: 1.7735 -0.0822 -0.2088
H: 1.6658 1.4411 0.6355
H: 1.1299 -0.0906 1.4829
H: -0.7605 0.8920 2.0167
H: -0.8077 2.1826 0.7702
H: -2.0871 1.0248 0.7530
H: -0.5457 -1.7972 1.9662
H: 0.2893 -2.3854 0.3704
H: -1.4457 0.9228 -1.4490

Its net charge is +1. Its orbital gap (alpha / beta) is 6.83 / 8.57 eV. The HOMO energy (alpha / beta) is -12.39 / -13.32 eV. Its spin multiplicity is 1.


#R
Density functional theory data (ωB97M-V/def2-TZVPD) for an isolated ion of composition C4H12IN2 and charge +1.

Atoms and positions in Å:
C: -0.6979 0.4869 1.8050
C: -1.1732 0.3109 -1.5421
C: 0.1177 -0.6475 1.1769
C: 0.9877 -0.2407 -0.0809
N: 1.2310 -1.4344 -0.8393
N: 0.1725 0.7037 -0.8872
I: 2.7813 0.9184 0.4774
H: -0.1634 1.2535 2.4140
H: -1.4303 0.8739 1.0658
H: -1.2910 0.0856 2.5758
H: -1.6811 1.1494 -2.1521
H: -0.8829 -0.5279 -2.1422
H: -1.9420 0.1684 -0.8363
H: 0.8192 -0.9684 1.9144
H: -0.5846 -1.4441 0.9198
H: 1.5505 -2.2987 -0.5013
H: 1.5255 -1.2610 -1.8197
H: 0.7462 1.3848 -1.3799
H: -0.0853 1.4871 -0.1683

Its SMILES is CC[C@](N)(I)[NH2+]C. Its net charge is +1. Its orbital gap is 9.77 eV. The HOMO energy is -13.43 eV. Its spin multiplicity is 1.


Pick #R: it beats the second-best structure by 0.961 eV.